No. 1
Molecular formula: C19H27N5OPPtS5
Method: DFT, ωB97M-V with the def2-TZVPD basis set

CARTESIAN COORDINATES (ANGSTROEM)
Pt  0.147  0.058  -0.040
S  0.626  6.179  3.898
C  0.546  4.796  2.992
S  -0.878  4.351  2.113
C  -0.217  2.911  1.394
C  1.093  2.594  1.759
S  1.948  1.237  1.228
S  1.872  3.694  2.859
S  -1.189  2.018  0.331
C  -5.197  -6.829  -0.554
C  -3.688  -7.029  -0.627
N  -2.787  -5.855  -0.449
C  -1.691  -5.776  -1.410
C  -2.102  -5.001  -2.661
C  -2.874  -4.989  0.594
O  -3.763  -4.900  1.414
C  -1.678  -4.085  0.856
C  -0.898  -4.399  1.966
C  0.164  -3.576  2.308
C  0.388  -2.442  1.552
N  -0.397  -2.106  0.513
C  -1.408  -2.914  0.169
H  -5.689  -7.781  -0.754
H  -5.537  -6.080  -1.271
H  -5.512  -6.507  0.424
H  -3.453  -7.424  -1.616
H  -3.381  -7.800  0.087
H  -1.406  -6.791  -1.685
H  -0.825  -5.313  -0.938
H  -2.976  -5.459  -3.123
H  -1.294  -5.006  -3.396
H  -2.365  -3.970  -2.419
H  -1.130  -5.275  2.557
H  0.795  -3.802  3.156
H  1.217  -1.784  1.784
H  -2.024  -2.600  -0.663
C  1.949  0.443  -5.112
N  3.056  0.116  -4.094
C  3.334  -1.395  -4.171
N  2.136  -2.128  -3.951
C  1.115  -1.777  -4.936
N  0.801  -0.353  -4.859
C  0.073  0.009  -3.655
P  1.105  -0.359  -2.151
C  2.666  0.511  -2.706
C  1.653  -2.089  -2.581
H  2.350  0.223  -6.101
H  1.725  1.507  -5.039
H  3.905  0.621  -4.361
H  4.089  -1.637  -3.423
H  3.724  -1.602  -5.167
H  0.214  -2.363  -4.759
H  1.486  -2.011  -5.934
H  -0.861  -0.554  -3.610
H  -0.183  1.070  -3.672
H  3.479  0.252  -2.025
H  2.528  1.592  -2.655
H  0.816  -2.778  -2.460
H  2.441  -2.405  -1.894

Calculated values
Calculated total energy in eV: -96322.5031
Frontier orbital gap (spin up / spin down) in eV: 5.71 / 3.33
Total charge: +3
LUMO energy (spin up / spin down) in eV: -9.55 / -11.92
HOMO (spin up / spin down) in eV: -15.25 / -15.25
2S+1: 5
Strongest force on any atom in eV/Å: 1.03
ΔE to the lowest compared entry with this formula, charge and spin in kJ/mol: 68.9

No. 2
Molecular formula: C6H14O
Method: DFT, ωB97M-V with the def2-TZVPD basis set

CARTESIAN COORDINATES (ANGSTROEM)
C  -1.925  -1.426  -0.550
C  -2.977  -0.560  -0.506
C  -0.868  -1.507  0.494
O  -0.839  0.385  -1.875
H  -0.754  0.517  -2.827
H  -1.859  -2.142  -1.360
H  0.121  -1.393  0.052
H  -3.123  0.048  0.378
H  -1.889  0.314  -1.513
H  -3.837  -0.705  -1.144
H  -0.992  -0.732  1.247
H  -0.924  -2.481  0.987
C  1.348  1.723  0.375
C  2.143  0.724  1.148
C  3.418  0.435  0.934
H  1.611  0.211  1.943
H  1.985  2.299  -0.296
H  0.595  1.221  -0.237
H  0.828  2.409  1.046
H  3.957  -0.265  1.555
H  3.981  0.924  0.150

Calculated values
Calculated total energy in eV: -8494.2147
Frontier orbital gap in eV: 10.23
SMILES: C=CC.C=CC.O
LUMO energy in eV: 0.94
HOMO in eV: -9.29
Strongest force on any atom in eV/Å: 4.24
ΔE to the lowest compared entry with this formula, charge and spin in kJ/mol: 258.3

No. 3
Molecular formula: C10H36N8O8
Method: DFT, ωB97M-V with the def2-TZVPD basis set

CARTESIAN COORDINATES (ANGSTROEM)
C  -28.816  -7.460  4.889
C  -27.783  -8.319  5.501
O  -27.566  -9.462  4.622
H  -28.951  -6.604  5.624
H  -29.757  -7.899  4.644
H  -28.446  -7.061  3.962
H  -28.139  -8.699  6.473
H  -26.815  -7.800  5.600
H  -26.659  -9.652  4.444
C  -28.070  -3.815  2.583
C  -29.448  -4.431  2.979
O  -30.384  -4.602  1.941
H  -27.507  -4.466  1.759
H  -27.511  -3.821  3.482
H  -28.208  -2.791  2.300
H  -29.925  -3.787  3.755
H  -29.229  -5.443  3.475
H  -31.127  -5.038  2.326
C  -27.703  -4.081  6.025
O  -26.924  -5.205  5.608
N  -28.917  -4.077  6.296
N  -27.278  -3.100  6.749
H  -29.430  -4.909  5.903
H  -29.516  -3.234  5.979
H  -26.311  -3.177  7.177
H  -27.952  -2.421  7.084
C  -31.968  -6.299  4.676
O  -32.146  -7.702  4.475
N  -32.355  -5.436  3.767
N  -31.289  -5.776  5.592
H  -32.917  -5.871  3.046
H  -32.326  -4.418  3.840
H  -30.885  -6.431  6.303
H  -31.525  -4.905  5.988
C  -32.359  -6.537  -0.118
O  -33.153  -6.347  1.024
N  -31.197  -6.006  -0.231
N  -32.719  -7.157  -1.200
H  -30.857  -5.421  0.550
H  -30.551  -6.222  -0.939
H  -33.643  -7.598  -1.167
H  -32.027  -7.666  -1.750
C  -31.767  -2.453  5.230
O  -32.387  -2.513  4.001
N  -30.575  -1.916  5.366
N  -32.261  -3.073  6.278
H  -30.269  -1.610  4.460
H  -30.067  -1.523  6.130
H  -33.137  -3.486  6.182
H  -31.922  -3.005  7.234
C  -30.712  -6.580  8.779
O  -30.069  -7.160  7.646
H  -31.193  -7.417  9.291
H  -31.447  -5.877  8.433
H  -30.046  -6.057  9.459
H  -29.346  -7.698  7.951
C  -30.802  -10.856  5.723
O  -29.478  -11.106  5.902
H  -31.270  -10.948  4.711
H  -30.805  -9.746  6.085
H  -31.388  -11.469  6.474
H  -28.959  -10.422  5.423

Calculated values
Calculated total energy in eV: -39249.6006
Frontier orbital gap in eV: 7.75
SMILES: NC(N)=O.NC(N)=O.NC(N)=O.NC(N)=O.CCO.CCO.CO.CO
LUMO energy in eV: -0.58
HOMO in eV: -8.33
Strongest force on any atom in eV/Å: 12.84
ΔE to the lowest compared entry with this formula, charge and spin in kJ/mol: 872.7

No. 4
Molecular formula: C16H31GaNO6
Method: DFT, ωB97M-V with the def2-TZVPD basis set

CARTESIAN COORDINATES (ANGSTROEM)
C  0.536  -3.423  -0.489
C  -0.901  -2.995  -0.790
C  -1.476  -2.066  0.282
C  -0.879  -0.660  0.242
O  -0.981  0.047  1.449
Ga  0.228  -0.421  2.760
O  0.326  -2.229  3.106
C  2.101  0.309  2.567
C  2.607  0.439  3.994
C  3.029  -0.780  4.691
O  3.995  0.242  4.180
O  -0.478  0.398  4.378
C  -0.823  -0.319  5.356
N  -1.116  -0.974  6.270
H  0.934  -4.061  -1.281
H  1.196  -2.558  -0.406
H  0.590  -3.970  0.453
H  -0.944  -2.521  -1.771
H  -1.523  -3.894  -0.823
H  -1.340  -2.525  1.262
H  -2.552  -1.988  0.104
H  -1.433  -0.090  -0.519
H  0.158  -0.689  -0.127
H  1.157  -2.575  2.782
H  2.794  -0.378  2.081
H  2.157  1.313  2.149
H  2.104  1.186  4.597
H  3.269  -0.791  5.743
H  3.079  -1.707  4.135
C  3.620  3.942  -1.613
C  2.319  4.480  -1.017
C  1.534  3.194  -0.782
O  2.501  2.185  -0.507
C  3.808  2.656  -0.815
H  4.464  4.624  -1.518
H  3.482  3.715  -2.673
H  2.523  4.978  -0.066
H  1.794  5.182  -1.663
H  0.966  2.907  -1.674
H  0.842  3.258  0.058
H  4.346  2.846  0.120
H  4.343  1.882  -1.368
C  -4.631  0.184  -2.943
C  -4.438  -0.522  -4.283
C  -3.102  -1.224  -4.066
O  -3.029  -1.531  -2.677
C  -4.061  -0.840  -1.970
H  -5.666  0.441  -2.724
H  -4.038  1.101  -2.913
H  -5.231  -1.258  -4.438
H  -4.426  0.151  -5.140
H  -2.265  -0.566  -4.327
H  -3.006  -2.147  -4.639
H  -4.824  -1.565  -1.664
H  -3.637  -0.388  -1.074

Calculated values
Calculated total energy in eV: -83247.0363
Frontier orbital gap in eV: 8.10
Total charge: -1
LUMO energy in eV: 2.57
HOMO in eV: -5.53
Strongest force on any atom in eV/Å: 2.15
ΔE to the lowest compared entry with this formula, charge and spin in kJ/mol: 0.0

No. 5
Molecular formula: C30H60N9O12
Method: DFT, ωB97M-V with the def2-TZVPD basis set

CARTESIAN COORDINATES (ANGSTROEM)
C  -1.090  6.896  -1.377
C  -1.187  5.744  -1.069
N  -1.687  4.461  -0.833
C  -0.727  3.788  0.122
O  -1.255  3.271  1.111
O  0.464  3.753  -0.140
C  -1.766  3.788  -2.105
O  -2.763  3.871  -2.755
O  -0.735  3.006  -2.541
C  -0.566  3.237  -3.926
C  0.244  4.240  -4.316
H  -1.066  7.895  -1.752
H  -1.109  2.604  -4.626
H  1.275  4.253  -3.953
H  -0.110  5.012  -5.005
C  1.727  -0.533  -3.249
C  0.400  -0.414  -3.951
O  0.021  0.640  -4.444
N  -0.380  -1.519  -4.022
C  -0.117  -2.852  -3.500
H  2.229  0.431  -3.274
H  1.578  -0.820  -2.207
H  2.355  -1.268  -3.753
H  -1.251  -1.359  -4.503
H  -0.139  -3.559  -4.331
H  -0.907  -3.109  -2.796
H  0.844  -2.915  -3.003
C  5.728  4.657  1.512
C  4.329  4.909  0.993
O  3.929  6.040  0.758
N  3.531  3.833  0.798
C  3.842  2.439  1.025
H  6.243  5.608  1.617
H  5.690  4.173  2.490
H  6.287  4.035  0.810
H  2.604  4.063  0.449
H  3.727  1.895  0.085
H  3.134  2.034  1.750
H  4.855  2.305  1.396
C  4.346  -3.793  -1.990
C  4.174  -3.518  -3.461
O  3.077  -3.499  -3.998
N  5.297  -3.283  -4.195
C  6.673  -3.262  -3.743
H  3.370  -3.959  -1.543
H  4.952  -4.685  -1.837
H  4.811  -2.938  -1.497
H  5.109  -3.106  -5.169
H  7.100  -2.279  -3.953
H  7.239  -4.015  -4.296
H  6.749  -3.467  -2.679
C  5.761  -3.954  2.745
C  6.420  -4.068  1.393
O  5.965  -4.776  0.509
N  7.554  -3.348  1.178
C  8.241  -2.457  2.095
H  4.875  -4.582  2.760
H  6.441  -4.294  3.528
H  5.459  -2.923  2.934
H  7.938  -3.472  0.255
H  8.285  -1.460  1.653
H  9.260  -2.820  2.243
H  7.739  -2.401  3.055
C  -3.944  -4.456  -1.759
C  -2.845  -5.219  -2.456
O  -1.693  -5.211  -2.053
N  -3.174  -5.931  -3.571
C  -4.472  -6.064  -4.201
H  -3.530  -3.943  -0.896
H  -4.375  -3.711  -2.428
H  -4.721  -5.141  -1.414
H  -2.390  -6.413  -3.983
H  -4.750  -7.120  -4.221
H  -4.406  -5.700  -5.229
H  -5.235  -5.503  -3.672
C  -2.898  -0.058  0.172
C  -4.211  -0.636  0.636
O  -4.887  -1.381  -0.072
N  -4.632  -0.305  1.878
C  -3.974  0.554  2.841
H  -2.690  -0.406  -0.836
H  -2.948  1.032  0.160
H  -2.089  -0.385  0.826
H  -5.521  -0.724  2.138
H  -3.782  -0.020  3.751
H  -4.639  1.385  3.086
H  -3.036  0.949  2.460
C  1.235  7.495  4.316
C  -0.135  7.769  3.745
O  -0.510  8.905  3.479
N  -0.948  6.709  3.531
C  -0.684  5.301  3.785
H  1.766  8.437  4.429
H  1.150  7.024  5.296
H  1.805  6.854  3.641
H  -1.844  6.964  3.145
H  -0.779  4.753  2.846
H  -1.437  4.931  4.486
H  0.306  5.141  4.199
C  -7.657  -3.103  4.901
C  -7.638  -2.080  3.794
O  -6.594  -1.634  3.344
N  -8.829  -1.658  3.299
C  -10.163  -2.064  3.695
H  -6.634  -3.335  5.185
H  -8.178  -2.707  5.774
H  -8.140  -4.020  4.562
H  -8.736  -0.976  2.561
H  -10.675  -2.488  2.830
H  -10.714  -1.184  4.032
H  -10.140  -2.799  4.493

Calculated values
Calculated total energy in eV: -70064.2285
Frontier orbital gap in eV: 6.63
Total charge: -1
LUMO energy in eV: 1.63
HOMO in eV: -5.00
Strongest force on any atom in eV/Å: 2.47

No. 6
Molecular formula: C39H55BF8IN2O16S2
Method: DFT, ωB97M-V with the def2-TZVPD basis set

CARTESIAN COORDINATES (ANGSTROEM)
C  -1.445  -2.274  5.432
C  -1.444  -3.075  4.295
C  -1.994  -2.795  2.867
C  -2.685  -1.438  2.575
S  -4.250  -1.333  3.595
O  -4.032  -0.610  4.840
O  -5.156  -0.445  2.856
C  -5.205  -2.892  3.847
F  -5.241  -3.789  2.809
F  -6.528  -2.479  3.960
C  -4.970  -3.743  5.156
F  -4.666  -3.025  6.268
F  -4.032  -4.721  4.876
C  -6.268  -4.582  5.591
F  -7.136  -3.847  6.320
F  -5.778  -5.534  6.463
F  -6.835  -5.263  4.577
C  -1.938  -0.109  2.961
C  -0.615  0.210  2.084
B  -0.388  1.783  2.496
O  -1.110  2.386  3.567
O  0.575  2.624  1.942
C  0.276  4.025  2.043
C  0.518  -0.609  2.809
C  1.785  0.165  3.308
F  0.882  -1.830  2.140
C  -0.805  -0.040  0.537
I  -1.735  1.830  -0.247
C  0.486  -0.239  -0.343
C  1.900  0.193  0.014
C  2.988  -0.640  0.495
C  4.317  -0.161  0.752
C  4.675  1.215  0.527
C  3.628  2.080  -0.013
C  4.035  3.567  -0.266
C  2.314  1.575  -0.254
N  -1.778  -1.132  0.161
C  -2.315  -1.268  -1.223
C  -1.621  -0.951  -2.555
C  -0.419  -1.867  -3.030
S  -0.243  -3.518  -2.270
C  -3.035  -1.179  1.031
N  -3.989  -2.202  0.740
C  -5.279  -1.976  0.114
C  -5.797  -0.544  -0.216
H  -0.443  -1.889  5.771
H  -2.304  -1.984  6.068
H  -0.994  -4.098  4.430
H  -1.177  -3.099  2.155
H  -2.771  -3.603  2.683
H  -1.702  -0.004  4.047
H  -2.710  0.694  2.783
H  -0.495  2.558  4.302
H  -0.736  4.282  1.645
H  0.420  4.437  3.074
H  1.011  4.578  1.398
H  0.121  -1.006  3.781
H  1.611  0.704  4.279
H  2.524  -0.641  3.582
H  2.302  0.791  2.554
H  0.528  -1.337  -0.597
H  0.309  0.319  -1.300
H  2.760  -1.719  0.672
H  5.049  -0.896  1.153
H  5.707  1.549  0.735
H  3.159  4.236  -0.407
H  4.677  3.562  -1.187
H  4.708  3.924  0.555
H  1.539  2.264  -0.672
H  -1.285  -2.014  0.397
H  -3.275  -0.683  -1.260
H  -2.610  -2.344  -1.368
H  -2.405  -1.059  -3.356
H  -1.277  0.110  -2.695
H  0.527  -1.288  -2.828
H  -0.458  -1.981  -4.143
H  -0.210  -3.375  -0.911
H  -3.502  -0.173  1.028
H  -3.594  -3.129  0.612
H  -5.319  -2.554  -0.857
H  -6.081  -2.471  0.732
H  -5.586  -0.329  -1.298
H  -6.917  -0.563  -0.149
H  -5.447  0.283  0.436
C  7.608  3.900  -4.229
C  8.058  4.976  -3.284
O  7.491  4.558  -2.042
C  7.292  3.217  -2.116
O  6.986  2.532  -1.189
O  7.485  2.757  -3.379
H  8.328  3.716  -5.025
H  6.635  4.116  -4.674
H  9.146  5.018  -3.181
H  7.694  5.962  -3.569
C  5.052  1.373  -6.532
C  3.560  1.531  -6.447
O  3.413  2.752  -5.731
C  4.551  3.470  -5.908
O  4.684  4.610  -5.579
O  5.518  2.721  -6.512
H  5.368  0.867  -7.443
H  5.468  0.844  -5.671
H  3.094  1.639  -7.430
H  3.081  0.709  -5.917
C  5.107  -3.649  -2.458
C  4.963  -4.886  -3.300
O  3.617  -5.286  -3.039
C  2.940  -4.188  -2.638
O  1.738  -4.137  -2.499
O  3.770  -3.147  -2.412
H  5.783  -2.918  -2.898
H  5.436  -3.869  -1.440
H  5.070  -4.682  -4.368
H  5.665  -5.669  -3.019
C  -6.128  4.707  -0.356
C  -6.633  3.355  0.067
O  -6.145  2.500  -0.966
C  -5.067  3.110  -1.523
O  -4.326  2.590  -2.299
O  -4.941  4.387  -1.081
H  -5.905  5.355  0.490
H  -6.821  5.224  -1.025
H  -6.214  3.031  1.023
H  -7.720  3.313  0.126

Calculated values
Calculated total energy in eV: -129248.8859
Frontier orbital gap in eV: 7.04
Total charge: +1
LUMO energy in eV: -2.62
HOMO in eV: -9.67
Strongest force on any atom in eV/Å: 6.36

No. 7
Molecular formula: C5H10O2
Method: DFT, ωB97M-V with the def2-TZVPD basis set

CARTESIAN COORDINATES (ANGSTROEM)
C  2.140  0.087  -0.208
O  1.062  -0.024  0.699
C  -0.225  -0.007  0.174
C  -0.510  0.772  -0.984
C  -1.200  -0.108  1.234
C  -0.587  -1.594  -0.224
O  -1.496  -2.046  -0.848
H  2.051  -0.620  -1.043
H  3.042  -0.149  0.362
H  2.235  1.102  -0.611
H  0.283  1.054  -1.668
H  -1.130  2.040  0.273
H  -1.483  0.624  -1.443
H  -1.354  1.773  1.025
H  -2.243  -0.220  0.962
H  -0.886  -0.516  2.191
H  0.301  -2.170  0.109

Calculated values
Calculated total energy in eV: -9436.1238
Frontier orbital gap (spin up / spin down) in eV: 7.78 / 7.79
LUMO energy (spin up / spin down) in eV: -0.21 / -0.31
HOMO (spin up / spin down) in eV: -7.99 / -8.09
Strongest force on any atom in eV/Å: 0.40
ΔE to the lowest compared entry with this formula, charge and spin in kJ/mol: 667.6

No. 8
Molecular formula: C4H11N2O
Method: DFT, ωB97M-V with the def2-TZVPD basis set

CARTESIAN COORDINATES (ANGSTROEM)
N  2.206  1.057  0.515
C  1.906  0.332  -0.805
O  1.413  -0.883  -0.605
H  2.174  0.281  1.174
H  3.167  1.385  0.509
H  1.221  1.030  -1.349
H  2.878  0.342  -1.368
C  -1.211  0.474  1.384
C  -1.519  -0.821  0.636
C  -1.473  -0.700  -1.664
N  -2.187  -0.539  -0.632
H  -0.757  0.232  2.347
H  -0.492  1.059  0.811
H  -2.137  1.029  1.549
H  -2.237  -1.398  1.233
H  -0.598  -1.392  0.501
H  -0.412  -0.989  -1.603
H  -1.940  -0.498  -2.631

Calculated values
Calculated total energy in eV: -9353.2629
Frontier orbital gap in eV: 7.26
Total charge: -1
LUMO energy in eV: 4.39
HOMO in eV: -2.87
Strongest force on any atom in eV/Å: 0.46
ΔE to the lowest compared entry with this formula, charge and spin in kJ/mol: 118.4

Q: Look up the calculated total energy of the seventh one.
A: -9436.1238 eV